[1]
Formula: C3H4O4
Source: the OMol25 dataset
Level of theory: the ωB97M-V functional and the def2-TZVPD basis

Last column: Löwdin charge in e.
Element x y z (Å)
C (-0.63, -0.83, 0.22)  -0.246
C (-0.05, 0.41, 0.89)  -0.337
C (1.05, 0.93, -0.01)  -0.088
O (0.26, -1.74, -0.11)  0.017
O (-0.88, 0.21, -1.11)  -0.083
O (-0.50, 0.98, 1.85)  0.136
O (1.86, 0.14, -0.51)  0.077
H (1.14, -1.16, -0.44)  0.133
H (-1.82, 0.23, -1.32)  0.079
H (-1.57, -1.20, 0.64)  0.162
H (1.14, 2.02, -0.11)  0.150

Summary:
* F_max: 2.722 eV Å⁻¹
* SMILES string: O=CC(=O)C(O)O
* frontier orbital gap: 9.229 eV
* spin multiplicity: 1
* relative energy (zero: lowest compared OMol25 entry of this formula, charge and spin): 253.48 kJ/mol
* total energy: -11363.3851 eV

=====

[2]
Formula: C27H28FeN7O3
Source: the OMol25 dataset
Level of theory: the ωB97M-V functional and the def2-TZVPD basis

Last column: Löwdin charge in e.
Element x y z (Å)
Fe (0.09, 0.12, 0.05)  1.078
C (0.88, -6.10, 2.61)  -0.024
C (0.40, -4.87, 1.89)  -0.232
C (-0.12, -4.93, 0.62)  0.045
C (-0.66, -3.80, -0.02)  -0.122
C (-1.36, -3.80, -1.27)  0.032
N (-1.03, -4.43, -2.35)  0.114
C (0.28, -5.02, -2.68)  -0.115
C (1.40, -3.97, -2.74)  -0.127
C (1.29, -2.93, -3.87)  -0.117
N (0.48, -1.76, -3.50)  0.091
C (-0.05, -0.93, -4.36)  0.041
C (-0.67, 0.31, -4.04)  -0.101
C (-1.27, 1.07, -5.07)  0.050
C (-1.90, 2.26, -4.81)  -0.234
C (-2.51, 3.10, -5.91)  -0.024
C (-1.97, 2.69, -3.48)  0.068
C (-1.37, 1.98, -2.43)  -0.097
C (-1.47, 2.50, -1.07)  -0.023
N (-1.02, 1.94, -0.01)  -0.020
C (-1.22, 2.62, 1.29)  -0.172
C (0.02, 2.45, 2.17)  -0.162
C (0.04, 1.15, 2.95)  -0.173
N (0.04, -0.03, 2.07)  -0.037
C (0.08, -1.19, 2.61)  -0.043
C (-0.02, -2.46, 1.90)  -0.112
C (0.42, -3.62, 2.52)  0.068
C (-0.61, -2.53, 0.62)  -0.291
O (-1.05, -1.50, -0.03)  -0.117
C (-0.67, 0.81, -2.72)  -0.245
O (0.01, 0.19, -1.81)  -0.157
H (0.96, -6.95, 1.93)  0.084
H (0.19, -6.37, 3.41)  0.097
H (1.86, -5.93, 3.07)  0.093
H (-0.18, -5.90, 0.13)  0.130
H (-2.24, -3.17, -1.34)  0.164
H (-1.70, -4.40, -3.11)  0.172
H (0.19, -5.51, -3.64)  0.137
H (0.54, -5.77, -1.94)  0.118
H (2.33, -4.52, -2.89)  0.134
H (1.48, -3.46, -1.77)  0.117
H (0.86, -3.38, -4.77)  0.134
H (2.29, -2.59, -4.12)  0.140
H (0.53, -1.42, -2.54)  0.126
H (-0.02, -1.24, -5.40)  0.160
H (-1.23, 0.70, -6.09)  0.136
H (-2.21, 2.74, -6.89)  0.086
H (-2.22, 4.14, -5.81)  0.093
H (-3.60, 3.07, -5.86)  0.096
H (-2.49, 3.61, -3.25)  0.142
H (-1.99, 3.45, -0.98)  0.147
H (-2.08, 2.16, 1.78)  0.134
H (-1.44, 3.67, 1.14)  0.126
H (0.06, 3.27, 2.89)  0.130
H (0.92, 2.53, 1.54)  0.117
H (-0.83, 1.10, 3.60)  0.134
H (0.93, 1.12, 3.59)  0.135
H (0.22, -1.25, 3.69)  0.157
H (0.83, -3.55, 3.53)  0.144
O (1.85, -0.60, 0.03)  -0.278
N (2.86, -1.07, 0.73)  0.033
C (3.91, -0.34, 0.72)  -0.283
C (5.06, -0.81, 1.45)  -0.151
N (5.98, -1.18, 2.04)  0.202
C (3.97, 0.92, 0.02)  -0.150
N (3.92, 1.91, -0.56)  0.200

Summary:
* F_max: 0.955 eV Å⁻¹
* frontier orbital gap (alpha / beta): 7.476 / 7.139 eV
* spin multiplicity: 6
* relative energy (zero: lowest compared OMol25 entry of this formula, charge and spin): 36.54 kJ/mol
* total energy: -79398.2996 eV
* expectation value of S²: 8.76
* charge: +2

=====

[3]
Formula: C16H43ClGdO6Si2
Source: the OMol25 dataset
Level of theory: the ωB97M-V functional and the def2-TZVPD basis

Last column: Löwdin charge in e.
Element x y z (Å)
O (-1.22, -1.58, -2.98)  -0.392
O (1.57, 1.19, -5.05)  -0.249
C (-0.26, -2.64, -3.44)  -0.215
C (-0.81, -4.01, -3.09)  -0.049
H (0.69, -2.45, -2.89)  0.109
H (-0.09, -2.55, -4.51)  0.111
H (-0.94, -4.11, -2.00)  0.079
H (-0.11, -4.79, -3.42)  0.103
H (-1.77, -4.17, -3.60)  0.100
C (-2.08, -0.95, -3.95)  -0.208
C (-1.78, -1.27, -5.41)  -0.067
H (-2.01, 0.14, -3.79)  0.113
H (-3.13, -1.24, -3.70)  0.127
H (-0.76, -0.94, -5.73)  0.084
H (-2.49, -0.71, -6.04)  0.102
H (-1.88, -2.35, -5.64)  0.098
C (0.63, 2.31, -5.00)  -0.186
C (2.50, 0.90, -6.14)  -0.199
C (-0.47, 2.23, -6.03)  -0.061
H (1.20, 3.25, -5.09)  0.139
H (0.21, 2.27, -3.98)  0.112
H (-0.08, 2.15, -7.04)  0.050
H (-1.07, 3.15, -6.00)  0.095
H (-1.16, 1.40, -5.82)  0.056
C (1.94, 1.09, -7.51)  -0.086
H (2.78, -0.16, -5.99)  0.134
H (3.41, 1.51, -6.02)  0.136
H (1.09, 0.43, -7.73)  0.087
H (2.70, 0.84, -8.24)  0.089
H (1.68, 2.14, -7.69)  0.078
H (2.23, 1.14, -3.96)  0.046
Gd (-0.70, -1.06, -0.88)  1.616
C (2.18, 0.67, -2.72)  -0.221
Si (3.57, 0.62, -1.35)  0.471
H (1.66, -0.37, -2.81)  -0.012
H (1.28, 1.22, -2.32)  -0.009
C (5.05, -0.40, -1.93)  -0.201
C (3.33, 0.17, 0.48)  -0.198
C (4.04, 2.44, -1.32)  -0.193
C (-2.67, -1.95, -0.46)  -0.409
Si (-3.62, -0.37, -0.51)  0.345
H (-2.72, -2.41, 0.54)  0.028
H (-2.85, -2.68, -1.27)  0.017
C (-5.15, -0.51, -1.55)  -0.170
C (-2.61, 1.14, -1.09)  -0.185
C (-4.16, 0.00, 1.23)  -0.168
H (3.47, 2.94, -2.13)  0.020
H (5.12, 2.54, -1.51)  0.032
H (3.77, 2.87, -0.35)  0.032
H (4.95, -1.47, -1.65)  0.030
H (5.95, 0.01, -1.45)  0.036
H (5.14, -0.31, -3.03)  0.026
H (2.93, -0.85, 0.63)  0.005
H (2.65, 0.88, 0.97)  0.018
H (4.30, 0.23, 1.03)  0.058
H (-3.21, 1.55, -1.93)  0.056
H (-1.55, 1.11, -1.45)  -0.002
H (-2.66, 1.85, -0.25)  0.062
H (-4.90, 0.82, 1.18)  0.046
H (-3.32, 0.32, 1.86)  0.036
H (-4.64, -0.88, 1.67)  0.056
H (-5.88, 0.19, -1.14)  0.046
H (-5.57, -1.52, -1.49)  0.052
H (-4.97, -0.25, -2.59)  0.025
O (-1.11, -1.30, 2.27)  -0.287
Cl (0.15, -0.73, 1.83)  0.737
O (1.08, -0.48, 2.88)  -0.216
O (0.78, -1.70, 0.81)  -0.486
O (-0.14, 0.48, 1.00)  -0.425

Summary:
* F_max: 3.824 eV Å⁻¹
* frontier orbital gap (alpha / beta): 8.249 / 8.530 eV
* spin multiplicity: 8
* relative energy (zero: lowest compared OMol25 entry of this formula, charge and spin): 310.55 kJ/mol
* total energy: -78668.3613 eV
* expectation value of S²: 15.76
* charge: +1

=====

[4]
Formula: C34H90O30P6
Source: the OMol25 dataset
Level of theory: the ωB97M-V functional and the def2-TZVPD basis

Last column: Löwdin charge in e.
Element x y z (Å)
C (7.03, 7.84, -17.12)  -0.098
O (6.36, 8.82, -17.90)  -0.236
P (6.94, 9.28, -19.35)  0.458
O (6.68, 8.35, -20.45)  -0.210
O (6.30, 10.72, -19.63)  -0.215
C (4.96, 10.88, -20.00)  -0.112
O (8.51, 9.63, -18.94)  -0.251
C (9.51, 9.69, -20.00)  -0.071
H (6.38, 7.00, -16.88)  0.084
H (7.39, 8.31, -16.21)  0.068
H (7.89, 7.42, -17.65)  0.076
H (4.43, 9.92, -19.96)  0.083
H (5.01, 11.16, -21.06)  0.099
H (4.41, 11.68, -19.52)  0.084
H (9.07, 9.73, -20.99)  0.089
H (10.23, 8.87, -19.95)  0.080
H (10.13, 10.57, -19.84)  0.090
C (10.15, 10.72, -9.93)  -0.114
O (10.46, 11.97, -9.41)  -0.219
P (11.57, 12.95, -10.10)  0.520
O (11.40, 13.20, -11.53)  -0.221
O (12.97, 12.26, -9.61)  -0.186
C (13.93, 11.96, -10.53)  -0.140
O (11.37, 14.29, -9.13)  -0.211
C (10.11, 14.94, -9.23)  -0.118
H (9.12, 10.77, -10.28)  0.069
H (10.13, 10.00, -9.12)  0.097
H (10.74, 10.33, -10.76)  0.076
H (13.79, 10.96, -10.93)  0.077
H (14.88, 11.97, -10.00)  0.103
H (13.95, 12.63, -11.39)  0.082
H (9.63, 15.07, -8.26)  0.097
H (9.43, 14.31, -9.80)  0.049
H (10.13, 15.86, -9.81)  0.095
C (8.79, 3.88, -8.33)  -0.111
O (7.64, 4.63, -8.59)  -0.209
P (7.73, 6.20, -8.97)  0.449
O (8.84, 6.60, -9.81)  -0.220
O (6.23, 6.41, -9.62)  -0.209
C (5.56, 7.66, -9.63)  -0.114
O (7.59, 6.93, -7.53)  -0.211
C (8.79, 7.10, -6.78)  -0.115
H (8.76, 2.94, -8.89)  0.094
H (8.69, 3.60, -7.28)  0.093
H (9.78, 4.32, -8.43)  0.087
H (6.15, 8.40, -9.09)  0.076
H (4.50, 7.67, -9.35)  0.096
H (5.51, 8.13, -10.61)  0.068
H (8.87, 6.45, -5.90)  0.094
H (9.00, 8.14, -6.53)  0.089
H (9.73, 6.84, -7.27)  0.074
C (13.07, 13.25, -14.54)  -0.117
O (14.28, 13.97, -14.72)  -0.221
P (14.93, 14.29, -16.16)  0.441
O (14.06, 15.17, -17.03)  -0.270
O (16.34, 14.94, -15.73)  -0.224
C (16.50, 16.31, -15.23)  -0.062
O (15.32, 12.84, -16.71)  -0.229
C (16.05, 12.67, -17.91)  -0.102
H (12.58, 12.83, -15.42)  0.099
H (12.48, 13.97, -13.98)  0.090
H (13.21, 12.49, -13.77)  0.060
H (16.95, 16.33, -14.23)  0.084
H (15.64, 16.97, -15.32)  0.090
H (17.30, 16.78, -15.81)  0.083
H (16.96, 12.08, -17.79)  0.091
H (16.33, 13.66, -18.27)  0.086
H (15.51, 12.17, -18.71)  0.094
C (14.91, 10.16, -15.02)  -0.058
O (13.67, 9.41, -15.09)  -0.259
P (13.26, 8.59, -16.44)  0.469
O (13.37, 9.39, -17.69)  -0.235
O (14.22, 7.27, -16.43)  -0.215
C (14.28, 6.42, -15.31)  -0.111
O (11.80, 7.98, -16.08)  -0.233
C (11.11, 7.34, -17.15)  -0.086
H (15.54, 10.04, -15.90)  0.096
H (15.49, 9.88, -14.14)  0.086
H (14.53, 11.16, -14.84)  0.057
H (13.60, 6.74, -14.52)  0.064
H (15.25, 6.59, -14.86)  0.090
H (14.04, 5.37, -15.52)  0.103
H (10.06, 7.60, -17.19)  0.066
H (11.21, 6.26, -17.07)  0.098
H (11.54, 7.62, -18.11)  0.079
C (5.21, 13.00, -16.89)  -0.134
O (4.37, 12.68, -15.83)  -0.212
P (3.73, 11.19, -15.71)  0.492
O (2.69, 11.00, -14.64)  -0.243
O (3.15, 10.93, -17.21)  -0.212
C (2.90, 9.58, -17.60)  -0.096
O (4.97, 10.17, -15.63)  -0.218
C (5.54, 9.78, -14.44)  -0.122
H (4.83, 13.76, -17.57)  0.101
H (5.61, 12.18, -17.48)  0.072
H (6.09, 13.51, -16.49)  0.087
H (2.42, 9.02, -16.80)  0.062
H (3.83, 9.04, -17.78)  0.066
H (2.37, 9.42, -18.55)  0.101
H (5.38, 8.72, -14.22)  0.087
H (4.98, 10.30, -13.66)  0.075
H (6.59, 10.06, -14.43)  0.086
C (2.48, 6.83, -15.12)  -0.076
O (3.64, 6.65, -14.26)  -0.184
C (4.49, 5.64, -14.75)  -0.198
C (5.89, 5.46, -14.09)  -0.227
O (5.77, 5.03, -12.78)  -0.158
C (6.96, 4.49, -12.25)  -0.086
H (2.67, 6.99, -16.18)  0.068
H (1.92, 7.69, -14.77)  0.089
H (1.85, 5.94, -15.06)  0.089
H (4.63, 5.76, -15.83)  0.104
H (3.94, 4.71, -14.65)  0.127
H (6.59, 6.28, -14.25)  0.097
H (6.34, 4.69, -14.72)  0.120
H (7.46, 3.74, -12.86)  0.095
H (6.73, 4.12, -11.25)  0.085
H (7.64, 5.32, -12.09)  0.071
C (9.06, 11.09, -16.18)  -0.074
O (9.32, 11.64, -14.86)  -0.182
C (10.47, 10.96, -14.24)  -0.145
C (10.07, 9.57, -13.66)  -0.199
O (9.07, 9.71, -12.67)  -0.208
C (8.43, 8.49, -12.39)  -0.101
H (8.14, 11.60, -16.46)  0.080
H (8.77, 10.04, -16.17)  0.056
H (9.86, 11.26, -16.90)  0.097
H (10.76, 11.53, -13.35)  0.093
H (11.42, 10.89, -14.77)  0.099
H (10.89, 9.04, -13.20)  0.116
H (9.85, 8.89, -14.48)  0.104
H (7.91, 7.97, -13.20)  0.075
H (7.79, 8.64, -11.52)  0.076
H (9.20, 7.78, -12.08)  0.070
C (4.81, 13.49, -12.03)  -0.098
C (6.07, 13.23, -12.93)  -0.081
C (7.14, 12.71, -11.97)  -0.065
O (6.75, 13.41, -10.76)  0.129
C (5.29, 13.30, -10.64)  -0.067
H (4.01, 12.78, -12.27)  0.129
H (4.37, 14.48, -12.11)  0.133
H (6.55, 14.12, -13.35)  0.134
H (5.82, 12.56, -13.75)  0.093
H (8.16, 12.96, -12.26)  0.150
H (7.25, 11.65, -11.73)  0.154
H (4.84, 13.95, -9.88)  0.155
H (5.30, 12.31, -10.17)  0.168
C (13.11, 7.91, -10.85)  -0.159
C (14.33, 7.91, -11.80)  -0.148
C (14.64, 6.40, -11.76)  -0.186
O (13.35, 5.78, -11.74)  -0.137
C (12.41, 6.57, -11.09)  -0.206
H (12.44, 8.75, -11.06)  0.077
H (13.51, 8.02, -9.84)  0.113
H (15.12, 8.62, -11.53)  0.110
H (14.00, 8.21, -12.79)  0.078
H (15.21, 6.14, -10.87)  0.118
H (15.23, 6.01, -12.59)  0.106
H (12.13, 6.11, -10.14)  0.117
H (11.59, 6.71, -11.79)  0.110

Summary:
* F_max: 4.254 eV Å⁻¹
* frontier orbital gap (alpha / beta): 8.970 / 3.197 eV
* spin multiplicity: 2
* total energy: -153874.0305 eV
* expectation value of S²: 0.75
* charge: +1

=====

[5]
Formula: C9H16N3O2
Source: the OMol25 dataset
Level of theory: the ωB97M-V functional and the def2-TZVPD basis

Last column: Löwdin charge in e.
Element x y z (Å)
C (0.00, -0.50, -1.14)  -0.103
N (-0.46, 0.79, -0.67)  -0.102
C (-1.40, 1.45, -1.57)  -0.171
C (-2.67, 0.68, -1.61)  -0.196
C (-3.17, -0.24, -2.48)  0.032
N (-4.39, -0.66, -1.96)  0.127
C (-4.63, -0.01, -0.83)  -0.042
N (-3.60, 0.80, -0.60)  0.178
H (0.95, -0.75, -0.71)  0.062
H (-0.68, -1.30, -0.86)  0.077
H (0.08, -0.52, -2.23)  0.086
H (0.32, 1.40, -0.48)  0.111
H (-1.61, 2.44, -1.18)  0.128
H (-1.01, 1.58, -2.58)  0.132
H (-2.72, -0.59, -3.39)  0.143
H (-4.97, -1.35, -2.40)  0.183
H (-5.49, -0.13, -0.21)  0.163
H (-3.49, 1.39, 0.21)  0.188
O (3.73, 1.38, 0.16)  0.128
C (3.46, 0.53, 0.96)  -0.489
O (2.93, -0.67, 0.60)  -0.011
C (2.59, -1.44, 1.77)  -0.157
C (3.47, -0.88, 2.88)  -0.147
C (3.60, 0.59, 2.47)  -0.070
H (1.53, -1.31, 1.97)  0.122
H (2.79, -2.49, 1.56)  0.127
H (3.06, -1.04, 3.87)  0.118
H (4.45, -1.36, 2.85)  0.122
H (2.78, 1.19, 2.87)  0.131
H (4.55, 1.03, 2.75)  0.129

Summary:
* F_max: 0.953 eV Å⁻¹
* frontier orbital gap: 9.359 eV
* spin multiplicity: 1
* relative energy (zero: lowest compared OMol25 entry of this formula, charge and spin): 24.10 kJ/mol
* total energy: -18151.9288 eV
* charge: +1

=====

[6]
Formula: C6H7N
Source: the OMol25 dataset
Level of theory: the ωB97M-V functional and the def2-TZVPD basis

Last column: Löwdin charge in e.
Element x y z (Å)
C (-0.61, -0.14, -1.03)  -0.137
C (-0.12, 1.34, -1.00)  -0.074
C (0.17, 1.55, 0.28)  -0.042
C (-0.09, 0.20, 1.11)  -0.293
C (0.85, -1.06, 0.61)  -0.072
C (0.61, -1.18, -0.61)  -0.112
H (-1.34, -0.97, 0.78)  0.034
H (-1.41, -0.49, -1.76)  0.141
H (-0.01, 2.15, -1.86)  0.135
H (0.65, 2.21, 1.11)  0.134
H (-0.06, 0.38, 2.00)  0.027
H (1.70, -1.71, 1.19)  0.146
H (0.86, -2.14, -1.26)  0.134
N (-1.20, -0.14, 0.43)  -0.021

Summary:
* F_max: 12.092 eV Å⁻¹
* SMILES string: C1=C[C@H]2C=C[C@@H]1N2
* frontier orbital gap: 9.804 eV
* spin multiplicity: 1
* relative energy (zero: lowest compared OMol25 entry of this formula, charge and spin): 615.30 kJ/mol
* total energy: -7819.2702 eV

=====

Question: The highest spin multiplicity belongs to which entry?
Answer: C16H43ClGdO6Si2

=====

Question: Number 2 is which compound?
Answer: C27H28FeN7O3

=====

Question: Which formula does entry 6 have?
Answer: C6H7N